Entry from the OMol25 dataset: a 9-piece molecular cluster, C33H52N2O11 overall at a distorted geometry (ωB97M-V with the def2-TZVPD basis set).

Each line ends with the Löwdin charge.
Atoms and positions in Å:
O -7.376 -2.538 -4.197  0.090
C -7.269 -1.315 -4.301  -0.464
O -7.457 -0.571 -3.198  0.023
C -7.560 0.788 -3.583  -0.161
C -6.571 0.885 -4.774  -0.138
C -6.876 -0.442 -5.447  -0.093
H -7.326 1.306 -2.653  0.123
H -8.583 1.123 -3.753  0.125
H -5.520 0.847 -4.485  0.117
H -6.715 1.774 -5.388  0.114
H -6.033 -0.760 -6.060  0.131
H -7.723 -0.330 -6.124  0.132
O 9.901 -4.297 -4.198  0.082
C 9.181 -3.290 -4.195  -0.493
O 9.325 -2.293 -3.317  0.023
C 8.237 -1.358 -3.361  -0.131
C 7.813 -1.554 -4.790  -0.172
C 8.111 -3.000 -5.149  -0.077
H 8.759 -0.439 -3.095  0.135
H 7.439 -1.662 -2.684  0.130
H 8.224 -0.847 -5.510  0.119
H 6.752 -1.318 -4.857  0.111
H 8.311 -3.182 -6.205  0.137
H 7.317 -3.682 -4.848  0.137
O 3.546 7.882 -3.012  0.069
C 3.651 7.049 -3.933  -0.474
O 3.566 7.429 -5.186  0.033
C 3.704 6.409 -6.194  -0.123
C 3.838 5.131 -5.335  -0.141
C 3.895 5.555 -3.861  -0.075
H 4.546 6.637 -6.847  0.121
H 2.835 6.365 -6.850  0.119
H 4.823 4.744 -5.596  0.111
H 2.951 4.510 -5.459  0.113
H 4.823 5.356 -3.324  0.125
H 3.125 5.027 -3.298  0.121
O -10.450 0.142 3.268  0.080
C -9.568 -0.693 3.485  -0.524
O -8.341 -0.330 3.730  0.050
C -7.470 -1.468 3.880  -0.135
C -8.343 -2.720 3.853  -0.146
C -9.588 -2.151 3.263  -0.096
H -6.911 -1.260 4.792  0.127
H -6.785 -1.522 3.034  0.125
H -8.423 -3.051 4.888  0.117
H -7.874 -3.535 3.302  0.119
H -10.563 -2.541 3.558  0.136
H -9.537 -2.132 2.174  0.146
N -0.193 -3.955 -7.311  -0.016
C -0.761 -3.065 -8.226  -0.108
C -0.671 -1.786 -7.617  -0.112
C -0.159 -1.970 -6.307  -0.126
C 0.140 -3.321 -6.151  -0.146
H 0.023 -4.930 -7.465  0.144
H -0.974 -3.319 -9.254  0.095
H -0.918 -0.822 -8.037  0.082
H 0.052 -1.234 -5.545  0.083
H 0.598 -3.881 -5.349  0.104
N -0.531 4.068 8.990  -0.028
C 0.239 2.990 8.692  -0.117
C -0.229 2.533 7.428  -0.102
C -1.274 3.386 7.080  -0.140
C -1.416 4.350 8.032  -0.154
H -0.343 4.687 9.766  0.152
H 1.017 2.672 9.371  0.099
H 0.047 1.662 6.852  0.086
H -1.894 3.224 6.210  0.093
H -2.051 5.201 8.227  0.112
C -1.304 -5.647 6.006  -0.021
C -2.648 -5.584 6.692  -0.486
O -3.542 -6.446 6.520  0.019
C -2.926 -4.473 7.639  -0.034
H -1.465 -5.370 4.964  0.091
H -1.072 -6.712 6.015  0.087
H -0.574 -4.987 6.473  0.079
H -2.399 -4.759 8.549  0.094
H -4.005 -4.382 7.763  0.088
H -2.444 -3.559 7.292  0.082
C -0.984 1.383 0.031  -0.030
C -0.311 0.066 0.438  -0.458
O -0.926 -0.906 0.889  0.048
C 1.196 0.036 0.300  -0.036
H -2.062 1.244 0.118  0.074
H -0.928 1.678 -1.016  0.078
H -0.701 2.250 0.629  0.083
H 1.405 -0.522 -0.613  0.086
H 1.683 -0.500 1.114  0.080
H 1.746 0.978 0.317  0.076
C 8.077 0.335 3.889  -0.022
C 7.385 1.687 3.691  -0.488
O 7.147 2.073 2.554  0.038
C 7.123 2.570 4.906  -0.023
H 8.984 0.442 3.294  0.085
H 7.396 -0.393 3.448  0.087
H 8.357 0.158 4.928  0.073
H 6.696 1.999 5.731  0.076
H 6.433 3.390 4.709  0.084
H 8.154 2.785 5.187  0.090

Calculated values
* relative energy (zero: lowest compared OMol25 entry of this formula, charge and spin): 0.0 kJ/mol
* total charge: 0
* SMILES string: c1cc[nH]c1.c1cc[nH]c1.O=C1CCCO1.O=C1CCCO1.O=C1CCCO1.O=C1CCCO1.CC(C)=O.CC(C)=O.CC(C)=O
* HOMO-LUMO gap: 8.332 eV
* molecular weight: 652.8 Da
* 2S+1: 1